Here is a cluster of 2 separate species, C5H17N2O in total in a non-equilibrium geometry from OMol25. Energies are from ωB97M-V/def2-TZVPD.

The gap between HOMO and LUMO is 9.98 eV. The relative energy (zero: lowest compared OMol25 entry of this formula, charge and spin) is 2.012 eV. The HOMO energy is -13.18 eV.

```
! RIJCOSX wB97M-V def2-TZVPD def2/J DEFGRID3
* xyz 1 1
N -2.293 0.956 0.201
C -1.248 1.733 -0.554
C 0.102 0.865 -0.748
N 0.052 -0.245 0.173
C -0.190 -0.534 2.583
C 0.768 -0.071 1.467
C 2.178 -0.659 1.442
H -1.864 0.143 0.698
H -2.706 1.493 0.968
H -2.930 0.589 -0.496
H -0.875 2.526 0.106
H -1.742 2.170 -1.433
H 0.908 1.520 -0.311
H 0.080 0.757 -1.836
H 0.347 -1.139 -0.294
H 0.505 -0.794 3.432
H -0.646 -1.498 2.251
H -0.913 0.194 2.947
H 0.867 1.018 1.668
H 2.617 -0.691 2.408
H 2.262 -1.667 0.984
H 2.882 -0.340 0.685
H 0.921 -1.034 -4.536
H 0.932 -2.583 -4.101
O 0.688 -1.686 -3.868
*
```

These are the Löwdin partial charges, in e, on atoms 1 to 5: 0.17, -0.10, -0.16, -0.10, -0.07

Here is an isolated molecule of C5H7ClO3S in a non-equilibrium geometry from OMol25. Energies are from ωB97M-V/def2-TZVPD.

The gap between HOMO and LUMO is 8.38 eV. The relative energy (zero: lowest compared OMol25 entry of this formula, charge and spin) is 1.725 eV. The HOMO energy is -8.97 eV.

```
! RIJCOSX wB97M-V def2-TZVPD def2/J DEFGRID3
* xyz 0 1
C -0.310 -0.596 0.880
C 0.824 0.526 -1.261
C -1.430 -1.491 1.333
C -0.030 1.764 -1.421
C -0.202 -0.731 -0.582
O 0.404 0.106 1.583
O 2.754 -0.309 0.466
O 2.321 2.060 0.572
S 1.852 0.769 0.217
Cl 0.700 -2.299 -0.794
H -1.581 -2.252 0.515
H -2.233 -0.912 1.616
H -1.328 -1.909 2.296
H 0.099 1.861 -2.425
H -1.022 1.675 -1.042
H 0.317 2.626 -0.868
H -1.136 -0.888 -1.085
*
```

These are the Löwdin partial charges, in e, on atoms 1 to 5: -0.47, -0.26, 0.00, -0.15, -0.56

Here is a structure of composition C15H16MnO5Si2 in a non-equilibrium geometry from OMol25. Energies are from ωB97M-V/def2-TZVPD.

The gap between HOMO and LUMO (alpha / beta) is 7.45 / 7.72 eV. The expectation value of S² is 4.031. The HOMO energy (alpha / beta) is -9.55 / -8.89 eV.

```
! RIJCOSX wB97M-V def2-TZVPD def2/J DEFGRID3
* xyz 0 4
Mn 0.991 0.991 -0.005
O 4.867 4.867 -0.041
C 4.025 4.025 -0.021
C 2.513 4.246 -0.012
O 1.933 5.291 -0.016
C 1.879 2.897 0.017
C 2.897 1.879 0.017
O 2.738 0.538 0.040
C 4.246 2.513 -0.012
O 5.291 1.933 -0.016
O 0.538 2.738 0.040
C -2.135 1.592 -1.517
Si -1.476 0.750 0.003
C -2.140 1.588 1.522
C -2.021 -1.032 0.000
C -3.369 -1.405 -0.003
C -3.728 -2.744 -0.006
C -2.744 -3.728 -0.006
C -1.405 -3.369 -0.003
C -1.032 -2.021 0.000
Si 0.750 -1.476 0.003
C 1.588 -2.140 1.522
C 1.592 -2.135 -1.517
H -3.227 1.525 -1.497
H -1.782 1.105 -2.428
H -1.853 2.646 -1.550
H -3.231 1.521 1.499
H -1.857 2.641 1.560
H -1.790 1.099 2.433
H -4.149 -0.649 -0.003
H -4.774 -3.024 -0.008
H -3.024 -4.774 -0.008
H -0.649 -4.149 -0.003
H 1.521 -3.231 1.499
H 1.099 -1.790 2.433
H 2.641 -1.857 1.560
H 1.525 -3.227 -1.497
H 2.646 -1.853 -1.550
H 1.105 -1.782 -2.428
*
```

These are the Löwdin partial charges, in e, on atoms 1 to 5: 0.77, 0.20, -0.23, -0.26, 0.18

Here is an isolated molecule of C2H5N3O in a non-equilibrium geometry from OMol25. Energies are from ωB97M-V/def2-TZVPD.

The gap between HOMO and LUMO is 9.89 eV. As for the SMILES: C=NO/C=N\N. The relative energy (zero: lowest compared OMol25 entry of this formula, charge and spin) is 5.060 eV. The HOMO energy is -9.33 eV.

```
! RIJCOSX wB97M-V def2-TZVPD def2/J DEFGRID3
* xyz 0 1
C 0.860 1.108 0.081
C -2.358 -0.241 0.031
H 1.121 -1.198 -0.149
H 2.761 -1.315 -0.198
H 1.048 2.084 -0.409
H -2.867 -1.191 -0.197
H -2.949 0.677 0.057
N 1.958 -0.907 0.347
N 1.907 0.464 -0.076
N -1.012 -0.359 0.084
O -0.468 0.878 0.429
*
```

These are the Löwdin partial charges, in e, on atoms 1 to 5: -0.27, 0.03, 0.03, 0.09, 0.12

Here is an isolated molecule of C5H7NO2 in a non-equilibrium geometry from OMol25. Energies are from ωB97M-V/def2-TZVPD.

The gap between HOMO and LUMO is 9.92 eV. As for the SMILES: C#CN(C)C(=O)OC. The relative energy (zero: lowest compared OMol25 entry of this formula, charge and spin) is 5.587 eV. The HOMO energy is -9.41 eV.

```
! RIJCOSX wB97M-V def2-TZVPD def2/J DEFGRID3
* xyz 0 1
C -1.730 -2.639 1.086
C -1.147 -1.522 0.669
N -0.389 -0.268 0.372
C 0.854 -0.341 1.210
C -0.103 -0.186 -1.086
O 0.272 -1.243 -1.729
O -0.261 1.000 -1.897
C 0.164 2.200 -1.179
H -2.064 -3.725 1.239
H 1.501 -1.291 1.006
H 1.500 0.621 1.190
H 0.507 -0.453 2.321
H -0.724 2.664 -0.591
H 1.121 2.075 -0.554
H 0.424 2.988 -2.003
*
```

These are the Löwdin partial charges, in e, on atoms 1 to 5: 0.10, -0.12, -0.10, -0.10, -0.35

Here is a structure of composition C10H29F2HfNO7 in a non-equilibrium geometry from OMol25. Energies are from ωB97M-V/def2-TZVPD.

The gap between HOMO and LUMO (alpha / beta) is 6.61 / 5.99 eV. The expectation value of S² is 0.751. The relative energy (zero: lowest compared OMol25 entry of this formula, charge and spin) is 0.000 eV. The HOMO energy (alpha / beta) is -10.89 / -10.89 eV.

```
! RIJCOSX wB97M-V def2-TZVPD def2/J DEFGRID3
* xyz 1 2
Hf -2.147 -1.558 -1.227
F -0.114 -0.349 -1.018
F -1.063 -2.633 0.517
C 1.080 -1.030 2.939
C 1.008 0.514 2.666
C 2.395 1.177 2.258
O 3.282 1.189 3.348
C 4.352 2.149 3.113
N 0.065 0.662 1.556
H 1.627 -1.423 2.082
H 0.121 -1.529 2.807
H 1.570 -1.307 3.872
H 0.692 0.894 3.637
H 2.190 2.173 1.864
H 2.923 0.639 1.471
H 4.295 2.480 2.076
H 5.331 1.774 3.412
H 4.086 2.957 3.794
H 0.457 0.066 0.841
H -0.750 0.171 1.897
C 1.742 2.373 -0.995
C 1.179 2.624 -2.334
O 0.611 1.595 -2.964
O 2.467 1.146 -0.831
H 0.882 2.161 -0.359
H 2.213 3.283 -0.623
H 1.967 3.165 -2.857
H 0.420 3.343 -2.025
H 0.808 0.748 -2.558
H 1.822 0.471 -0.609
C -0.139 -2.164 -3.817
C -1.335 -1.391 -4.396
O -1.909 -0.575 -3.433
O -0.576 -2.798 -2.658
H 0.583 -1.394 -3.547
H 0.088 -2.854 -4.629
H -2.070 -2.044 -4.867
H -0.905 -0.748 -5.164
H -2.568 -0.031 -3.871
H -0.097 -3.623 -2.550
C -3.246 -0.443 1.677
C -4.299 -1.587 1.439
O -3.922 -2.395 0.270
O -2.596 0.051 0.497
H -2.410 -0.742 2.308
H -3.622 0.451 2.176
H -5.309 -1.218 1.259
H -4.313 -2.185 2.351
H -4.557 -3.113 0.316
H -2.304 0.879 0.888
*
```

These are the Löwdin partial charges, in e, on atoms 1 to 5: 1.93, -0.47, -0.52, -0.05, -0.36

Here is a structure of composition C42H66GeIrN4OP3 from OMol25. Energies are from ωB97M-V/def2-TZVPD.

The gap between HOMO and LUMO (alpha / beta) is 7.57 / 5.99 eV. The expectation value of S² is 0.753. The relative energy (zero: lowest compared OMol25 entry of this formula, charge and spin) is 0.000 eV. The HOMO energy (alpha / beta) is -9.48 / -9.47 eV.

```
! RIJCOSX wB97M-V def2-TZVPD def2/J DEFGRID3
* xyz 1 2
Ir 0.120 0.006 -0.099
C 4.465 2.732 -0.005
C 3.320 2.006 -0.721
C 3.905 0.934 -1.630
P 2.012 1.357 0.441
C 3.109 0.535 1.686
N 2.369 -0.158 2.702
Ge 0.642 -0.823 2.272
N 0.778 -2.719 1.997
C 0.460 -3.284 0.718
P 0.914 -2.142 -0.660
C -0.032 -3.002 -2.015
C -0.012 -2.332 -3.393
C 0.289 -4.496 -2.165
C 2.743 -2.417 -0.898
C 3.142 -2.478 -2.372
C 3.351 -3.596 -0.143
C 1.338 -3.534 2.974
C 1.750 -4.860 2.808
C 2.399 -5.529 3.837
C 2.658 -4.911 5.048
C 2.218 -3.609 5.244
C 1.550 -2.951 4.233
N 0.970 -1.639 4.384
C 1.877 -0.668 4.965
C 1.985 -0.468 6.325
C 2.956 0.394 6.820
C 3.813 1.019 5.930
C 3.683 0.845 4.558
C 2.676 0.025 4.041
C -0.345 -1.622 4.976
C -0.789 -2.513 5.928
C -2.042 -2.328 6.505
C -2.802 -1.236 6.131
C -2.373 -0.361 5.139
C -1.155 -0.576 4.493
N -0.618 0.132 3.421
C -1.387 1.204 2.837
P -1.765 0.903 1.048
C -3.173 -0.321 1.104
C -4.338 0.103 1.999
C -2.736 -1.741 1.443
C -2.687 2.432 0.482
C -2.018 3.160 -0.680
C -2.991 3.433 1.602
C 1.408 2.920 1.279
C 1.978 3.199 2.668
C 1.512 4.163 0.388
H 5.094 3.218 -0.753
H 5.100 2.031 0.537
H 4.130 3.498 0.692
H 2.806 2.731 -1.353
H 4.520 0.227 -1.070
H 4.547 1.395 -2.383
H 3.129 0.373 -2.144
H 3.737 1.315 2.110
H 3.785 -0.130 1.133
H -0.593 -3.571 0.608
H 1.036 -4.188 0.542
H -1.056 -2.934 -1.626
H 0.828 -2.686 -3.984
H 0.050 -1.242 -3.350
H -0.918 -2.598 -3.942
H 1.322 -4.653 -2.477
H -0.351 -4.917 -2.943
H 0.110 -5.069 -1.258
H 3.160 -1.508 -0.462
H 2.914 -3.457 -2.794
H 4.219 -2.329 -2.467
H 2.645 -1.731 -2.988
H 2.928 -4.553 -0.453
H 3.231 -3.498 0.936
H 4.422 -3.635 -0.353
H 1.579 -5.391 1.883
H 2.712 -6.553 3.678
H 3.180 -5.436 5.835
H 2.393 -3.104 6.186
H 1.313 -0.989 6.996
H 3.051 0.557 7.884
H 4.598 1.665 6.302
H 4.371 1.362 3.904
H -0.158 -3.337 6.232
H -2.400 -3.016 7.257
H -3.754 -1.053 6.613
H -2.999 0.486 4.900
H -0.851 2.156 2.907
H -2.326 1.362 3.359
H -3.540 -0.312 0.073
H -4.072 0.028 3.052
H -5.175 -0.578 1.835
H -4.697 1.111 1.795
H -2.427 -1.828 2.487
H -1.904 -2.059 0.813
H -3.569 -2.429 1.287
H -3.641 2.033 0.121
H -1.013 3.484 -0.413
H -2.598 4.050 -0.931
H -1.953 2.547 -1.577
H -2.077 3.894 1.980
H -3.522 2.994 2.444
H -3.615 4.234 1.204
H 0.346 2.708 1.403
H 3.059 3.344 2.659
H 1.751 2.398 3.372
H 1.534 4.119 3.055
H 2.534 4.536 0.327
H 0.903 4.961 0.817
H 1.156 3.998 -0.629
C -2.330 -0.541 -2.286
O -1.329 0.378 -2.724
C -0.298 0.683 -1.972
C 0.521 1.638 -2.792
H -2.443 -1.287 -3.071
H -3.261 0.012 -2.171
H -2.031 -1.010 -1.348
H -0.025 1.994 -3.664
H 1.418 1.111 -3.129
H 0.850 2.479 -2.187
*
```

These are the Löwdin partial charges, in e, on atoms 1 to 5: 0.61, -0.09, -0.52, -0.11, 0.92

Here is a cluster of 8 separate species, C32H34F7N2O21S in total in a non-equilibrium geometry from OMol25. Energies are from ωB97M-V/def2-TZVPD.

The gap between HOMO and LUMO is 4.80 eV. The HOMO energy is -3.18 eV.

```
! RIJCOSX wB97M-V def2-TZVPD def2/J DEFGRID3
* xyz -1 1
C -3.190 1.773 2.160
C -2.672 1.641 3.733
C -2.658 3.208 4.316
C -1.133 1.097 3.885
C -0.919 -0.467 3.341
N -0.853 -0.478 1.812
C -0.128 -1.629 1.478
S 0.212 -3.128 0.675
C -2.217 -1.362 3.881
C -2.286 -1.580 5.525
C -3.656 -2.444 5.949
C -4.614 -2.886 4.709
N -4.477 -2.696 3.238
C -3.278 -1.931 2.788
H -3.828 0.830 1.877
H -3.952 2.690 2.152
H -2.301 1.930 1.399
H -3.468 1.079 4.384
H -1.849 3.254 5.165
H -2.415 3.910 3.397
H -3.737 3.481 4.731
H -0.715 1.193 4.988
H -0.444 1.797 3.218
H -1.509 -1.164 6.294
H -3.897 -2.671 7.093
H -5.603 -3.469 5.045
H -3.154 -1.750 1.614
C 1.042 -3.701 -3.367
C -0.129 -2.844 -3.027
O -0.904 -2.863 -4.205
C -0.636 -4.065 -4.787
O -1.314 -4.565 -5.669
O 0.482 -4.648 -4.254
F 0.258 -1.570 -2.792
H 1.837 -3.149 -3.881
H 1.468 -4.192 -2.488
H -0.727 -3.213 -2.187
C -3.763 7.606 1.987
C -4.094 7.874 3.416
O -4.935 6.798 3.767
C -4.538 5.764 2.973
O -4.836 4.598 3.169
O -3.758 6.193 1.934
F -4.797 9.022 3.540
H -4.520 7.993 1.297
H -2.789 8.012 1.703
H -3.225 7.894 4.082
C -4.956 1.332 -1.489
C -4.771 2.044 -2.785
O -4.908 3.403 -2.436
C -4.487 3.482 -1.143
O -4.199 4.524 -0.579
O -4.419 2.248 -0.556
F -5.756 1.727 -3.655
H -6.010 1.149 -1.253
H -4.420 0.380 -1.457
H -3.794 1.881 -3.252
C 0.476 1.253 -6.137
C 0.152 0.842 -4.741
O -1.193 1.233 -4.587
C -1.729 1.161 -5.838
O -2.926 1.158 -6.070
O -0.760 1.086 -6.801
F 0.900 1.530 -3.850
H 0.789 2.300 -6.208
H 1.250 0.624 -6.586
H 0.246 -0.233 -4.556
C 3.952 4.538 -3.557
C 2.781 5.395 -3.217
O 2.006 5.377 -4.394
C 2.274 4.174 -4.976
O 1.597 3.675 -5.859
O 3.392 3.591 -4.444
F 3.168 6.669 -2.982
H 4.747 5.090 -4.070
H 4.378 4.047 -2.678
H 2.184 5.026 -2.377
C 3.582 -4.239 2.552
C 4.025 -5.426 1.767
O 5.425 -5.425 1.929
C 5.641 -4.850 3.145
O 6.694 -4.917 3.757
O 4.530 -4.194 3.601
F 3.748 -5.265 0.453
H 3.633 -3.308 1.978
H 2.568 -4.354 2.945
H 3.614 -6.377 2.121
C 8.474 -6.184 -0.780
C 7.613 -7.093 0.028
O 8.461 -8.182 0.315
C 9.718 -7.656 0.338
O 10.687 -8.220 0.818
O 9.758 -6.415 -0.236
F 6.570 -7.546 -0.704
H 8.480 -6.440 -1.844
H 8.186 -5.134 -0.673
H 7.249 -6.654 0.963
*
```

These are the Löwdin partial charges, in e, on atoms 1 to 5: -0.11, -0.36, -0.13, -0.21, -0.31

Here is a cluster of 7 separate species, C14H34I2N8O14PS in total in a non-equilibrium geometry from OMol25. Energies are from ωB97M-V/def2-TZVPD.

The gap between HOMO and LUMO is 6.94 eV. The HOMO energy is -5.41 eV.

```
! RIJCOSX wB97M-V def2-TZVPD def2/J DEFGRID3
* xyz -1 1
C -0.828 2.137 0.127
C 0.252 1.142 -0.332
I 2.167 2.065 0.037
C 0.058 0.785 -1.852
I 1.389 1.935 -3.081
C 0.205 -0.740 -2.024
N 1.554 -1.122 -1.640
C 1.772 -2.575 -1.505
C 3.114 -2.929 -2.110
C 3.446 -4.398 -1.955
S 5.092 -4.757 -2.637
P -1.075 -1.430 -0.858
N -0.547 -1.863 0.585
C -0.185 -1.269 -3.455
O -0.025 -0.515 -4.411
O -0.594 -2.453 -3.477
H -1.313 1.810 1.043
H -1.561 2.292 -0.661
H -0.395 3.114 0.311
H 0.320 0.249 0.277
H -0.958 1.057 -2.110
H 2.180 -0.794 -2.368
H 1.776 -2.817 -0.443
H 0.981 -3.159 -1.974
H 3.884 -2.338 -1.611
H 3.085 -2.665 -3.166
H 3.424 -4.695 -0.911
H 2.778 -4.992 -2.559
H 5.503 -3.520 -2.913
H -1.771 -2.468 -1.473
H -1.965 -0.347 -0.714
H -0.766 -2.842 0.728
C 0.112 3.011 4.528
N 0.896 3.597 3.407
O 2.078 3.347 3.355
O 0.286 4.287 2.615
H 0.782 2.424 5.143
H -0.320 3.836 5.086
H -0.666 2.393 4.090
C -4.406 -1.722 1.466
N -3.741 -0.470 1.908
O -3.330 -0.406 3.048
O -3.636 0.415 1.089
H -4.418 -2.414 2.299
H -5.412 -1.458 1.152
H -3.828 -2.113 0.634
C 3.813 5.608 1.418
N 4.697 6.332 0.464
O 5.869 6.457 0.759
O 4.185 6.757 -0.548
H 4.410 5.297 2.266
H 3.027 6.293 1.718
H 3.389 4.751 0.906
C -5.067 3.434 0.567
N -6.359 2.892 1.072
O -6.772 1.859 0.590
O -6.915 3.527 1.943
H -4.688 2.766 -0.197
H -5.264 4.423 0.166
H -4.387 3.486 1.411
C -0.487 -1.511 3.846
N 0.219 -2.048 5.042
O 1.313 -1.600 5.313
O -0.355 -2.908 5.680
H 0.140 -0.762 3.377
H -0.664 -2.336 3.166
H -1.422 -1.085 4.189
C 0.476 -3.649 -5.505
N 1.319 -4.526 -4.652
O 2.523 -4.350 -4.644
O 0.745 -5.358 -3.978
H 1.127 -2.959 -6.028
H -0.062 -4.293 -6.195
H -0.208 -3.120 -4.835
*
```

These are the Löwdin partial charges, in e, on atoms 1 to 5: -0.18, -0.79, 0.81, -0.74, 0.85

Here is an isolated molecule of C19H18ClN3O3 in a non-equilibrium geometry from OMol25. Energies are from ωB97M-V/def2-TZVPD.

The gap between HOMO and LUMO is 8.68 eV. As for the SMILES: COCCNC(=O)Cn1nc(-c2ccc(Cl)cc2)c2ccccc2c1=O. The relative energy (zero: lowest compared OMol25 entry of this formula, charge and spin) is 0.107 eV. The HOMO energy is -8.59 eV.

```
! RIJCOSX wB97M-V def2-TZVPD def2/J DEFGRID3
* xyz 0 1
C -5.778 -0.339 -2.186
O -6.015 -0.366 -0.798
C -4.860 -0.515 -0.011
C -4.296 -1.948 -0.014
N -3.124 -2.039 0.825
C -1.885 -1.948 0.296
O -1.645 -2.010 -0.888
C -0.754 -1.829 1.332
N 0.043 -0.664 1.006
N 1.331 -0.879 0.778
C 2.108 0.088 0.411
C 1.623 1.441 0.273
C 2.438 2.547 -0.006
C 1.888 3.804 -0.117
C 0.518 4.000 0.053
C -0.295 2.935 0.363
C 0.249 1.654 0.487
C -0.615 0.538 0.860
O -1.817 0.607 1.067
H -1.355 3.055 0.526
H 0.101 4.991 -0.045
H 2.525 4.648 -0.334
H 3.502 2.408 -0.118
C 3.510 -0.279 0.153
C 4.155 0.116 -1.016
C 5.468 -0.246 -1.251
C 6.143 -1.011 -0.312
C 5.510 -1.432 0.847
C 4.196 -1.069 1.071
H 3.690 -1.393 1.967
H 6.043 -2.038 1.563
Cl 7.789 -1.453 -0.597
H 5.966 0.058 -2.158
H 3.620 0.686 -1.760
H -0.096 -2.695 1.260
H -1.153 -1.732 2.346
H -3.253 -1.767 1.788
H -5.057 -2.648 0.343
H -3.984 -2.232 -1.021
H -5.165 -0.247 1.005
H -4.069 0.176 -0.331
H -5.467 -1.316 -2.570
H -5.011 0.401 -2.440
H -6.722 -0.058 -2.649
*
```

These are the Löwdin partial charges, in e, on atoms 1 to 5: -0.11, -0.19, -0.21, -0.15, 0.06

Respective E_tot values: -385.16681; -1278.65347; -2687.29246; -318.56453; -399.76024; -1227.26171; -5139.49615; -4026.24100; -3379.64256; -1585.02572 hartree.